This record from the OMol25 dataset describes 12 unconnected molecules or ions with the total composition C44H66Br6O4. The level of theory is ωB97M-V with the def2-TZVPD basis set.

Bonds (Å) are listed after each position.
Atoms and positions in Å:
1 O -0.867 0.598 1.765  H26 0.989, C103 1.443
2 H 2.142 -4.840 2.607  C62 1.089
3 H -5.442 -2.141 0.247  C81 1.089
4 C 0.003 0.383 -4.631  H64 1.087, C65 1.381, C82 1.391
5 C 3.041 1.966 1.426  Br10 1.952, C35 1.515, H68 1.082, H113 1.090
6 H -2.867 4.194 2.940  C43 1.091
7 C 0.244 4.963 1.629  C19 1.384, H34 1.085, C66 1.393
8 C -2.339 -5.396 -1.740  H18 1.084, C77 1.389, C117 1.397
9 H 0.072 6.361 4.716  C52 1.081
10 Br 4.124 1.599 3.008  C5 1.952
11 H -0.602 -0.805 4.536  C22 1.099
12 H -0.135 1.415 6.967  C111 1.101
13 H 2.139 -2.429 2.891  C67 1.081
14 H 0.855 8.340 3.431  C44 1.088
15 C 2.591 -3.381 -4.436  C38 1.391, H78 1.084, C89 1.386
16 C -0.318 -4.175 -0.218  H58 1.081, C80 1.386, C104 1.393
17 H -0.060 -3.154 4.994  C112 1.101
18 H -3.135 -5.844 -2.323  C8 1.084
19 C -0.020 5.095 2.981  C7 1.384, H37 1.085, C52 1.397
20 H -1.990 -0.438 -4.493  C65 1.087
21 H -2.871 -2.414 0.432  C73 1.092
22 C -1.429 -1.528 4.492  H11 1.099, O75 1.430, H98 1.088, C112 1.519
23 Br -5.511 0.301 -0.019  C81 1.965
24 H -3.502 2.336 0.587  C99 1.086
25 H 4.863 2.076 0.250  C35 1.077
26 H -1.416 1.301 2.191  O1 0.989
27 H 2.967 -0.379 -2.951  C56 1.085
28 C 0.672 1.583 5.014  H46 1.099, H96 1.093, H110 1.091, C111 1.506
29 H 5.377 -1.005 -3.269  C55 1.088
30 H -2.905 -6.378 0.080  C77 1.085
31 H 4.168 -4.816 -4.779  C38 1.084
32 H 0.470 0.045 -1.237  C63 1.094
33 H 1.889 1.258 -5.036  C82 1.085
34 H 0.101 4.016 1.120  C7 1.085
35 C 3.874 1.652 0.201  C5 1.515, H25 1.077, Br94 1.959, H118 1.086
36 H -1.262 1.400 -0.081  C103 1.091
37 H -0.418 4.292 3.593  C19 1.085
38 C 3.913 -3.813 -4.457  C15 1.391, H31 1.084, C114 1.387
39 H -2.107 2.372 6.421  O47 0.963
40 H -1.525 -4.345 -3.406  C117 1.082
41 H 0.253 -3.250 -2.061  C80 1.088
42 H 1.218 -1.874 -3.886  C89 1.085
43 C -3.051 3.210 2.506  H6 1.091, O87 1.436, C99 1.523, H119 1.098
44 C 0.701 7.387 2.928  H14 1.088, C48 1.393, C52 1.390
45 H 1.595 1.088 -7.531  C50 1.084
46 H 0.382 1.588 3.954  C28 1.099
47 O -1.459 2.407 5.709  H39 0.963, C111 1.452
48 C 0.903 7.285 1.554  C44 1.393, C66 1.391, H90 1.084
49 H 3.290 -5.868 0.600  C74 1.081
50 C 0.824 0.707 -6.870  H45 1.084, C82 1.398, C116 1.385
51 H 4.118 -1.938 -0.880  C93 1.075
52 C 0.235 6.294 3.649  H9 1.081, C19 1.397, C44 1.390
53 H -2.778 -0.707 0.083  C73 1.089
54 H 5.955 -3.247 -4.196  C114 1.083
55 C 4.589 -1.702 -3.548  H29 1.088, C56 1.384, C114 1.390
56 C 3.267 -1.321 -3.399  H27 1.085, C55 1.384, C89 1.388
57 C 3.661 -3.965 -0.296  C74 1.393, C93 1.384, H102 1.091
58 H 0.450 -3.716 0.387  C16 1.081
59 H -2.516 1.102 -2.127  C107 1.087
60 H -1.855 -0.760 2.745  O75 0.976
61 Br -0.838 3.614 -1.874  C83 1.945
62 C 2.591 -4.222 1.831  H2 1.089, C67 1.388, C74 1.396
63 C 0.154 -0.180 -0.214  H32 1.094, C103 1.495, H105 1.094, H108 1.093
64 H 0.088 0.409 -3.548  C4 1.087
65 C -1.197 -0.074 -5.141  C4 1.381, H20 1.087, C106 1.400
66 C 0.672 6.075 0.907  C7 1.393, C48 1.391, H100 1.085
67 C 2.564 -2.843 1.987  H13 1.081, C62 1.388, C72 1.379
68 H 2.125 1.399 1.532  C5 1.082
69 H -3.619 2.359 -1.604  C107 1.087
70 H -2.292 3.624 0.506  C99 1.094
71 H -2.767 3.819 -3.539  C83 1.083
72 C 3.059 -2.047 0.975  C67 1.379, H88 1.084, C93 1.392
73 C -3.393 -1.594 -0.064  H21 1.092, H53 1.089, Br79 1.919, C81 1.501
74 C 3.119 -4.803 0.676  H49 1.081, C57 1.393, C62 1.396
75 O -2.365 -1.158 3.476  C22 1.430, H60 0.976
76 H -0.352 -2.965 3.240  C112 1.089
77 C -2.203 -5.697 -0.391  C8 1.389, H30 1.085, C104 1.395
78 H 1.816 -4.028 -4.831  C15 1.084
79 Br -3.525 -1.894 -1.955  C73 1.919
80 C -0.455 -3.914 -1.573  C16 1.386, H41 1.088, C117 1.384
81 C -4.728 -1.395 0.591  H3 1.089, Br23 1.965, C73 1.501, H91 1.079
82 C 1.013 0.805 -5.488  C4 1.391, H33 1.085, C50 1.398
83 C -2.214 2.996 -3.103  Br61 1.945, H71 1.083, C107 1.486, H120 1.089
84 H -0.432 0.109 -8.450  C116 1.089
85 H -1.109 -5.353 1.413  C104 1.089
86 H -1.814 2.336 3.779  O87 0.979
87 O -1.969 2.318 2.813  C43 1.436, H86 0.979
88 H 3.105 -0.974 1.121  C72 1.084
89 C 2.270 -2.139 -3.913  C15 1.386, H42 1.085, C56 1.388
90 H 1.349 8.097 0.992  C48 1.084
91 H -4.697 -1.387 1.670  C81 1.079
92 H -2.230 -0.747 -6.930  C106 1.081
93 C 3.644 -2.587 -0.167  H51 1.075, C57 1.384, C72 1.392
94 Br 2.971 2.302 -1.411  C35 1.959
95 Br -4.337 1.310 -3.771  C107 1.933
96 H 1.440 0.810 5.103  C28 1.093
97 H -0.976 0.368 5.800  C111 1.092
98 H -1.969 -1.518 5.436  C22 1.088
99 C -3.216 3.301 0.994  H24 1.086, C43 1.523, H70 1.094, H115 1.096
100 H 0.952 6.015 -0.140  C66 1.085
101 H 0.341 1.827 0.563  C103 1.090
102 H 4.022 -4.433 -1.213  C57 1.091
103 C -0.397 1.029 0.471  O1 1.443, H36 1.091, C63 1.495, H101 1.090
104 C -1.203 -5.082 0.362  C16 1.393, C77 1.395, H85 1.089
105 H -0.590 -0.979 -0.270  C63 1.094
106 C -1.382 -0.214 -6.522  C65 1.400, H92 1.081, C116 1.389
107 C -3.077 1.971 -2.463  H59 1.087, H69 1.087, C83 1.486, Br95 1.933
108 H 1.005 -0.602 0.327  C63 1.093
109 H -1.532 -3.710 4.293  C112 1.100
110 H 1.156 2.542 5.204  C28 1.091
111 C -0.499 1.341 5.931  H12 1.101, C28 1.506, O47 1.452, H97 1.092
112 C -0.804 -2.888 4.227  H17 1.101, C22 1.519, H76 1.089, H109 1.100
113 H 2.780 3.023 1.473  C5 1.090
114 C 4.923 -2.958 -4.039  C38 1.387, H54 1.083, C55 1.390
115 H -4.007 4.037 0.810  C99 1.096
116 C -0.378 0.236 -7.370  C50 1.385, H84 1.089, C106 1.389
117 C -1.422 -4.534 -2.345  C8 1.397, H40 1.082, C80 1.384
118 H 3.905 0.573 0.079  C35 1.086
119 H -3.973 2.767 2.903  C43 1.098
120 H -1.671 2.524 -3.921  C83 1.089

## Properties
SMILES = c1ccccc1.c1ccccc1.c1ccccc1.c1ccccc1.c1ccccc1.BrCCBr.BrCCBr.BrCCBr.CCO.CCO.CCO.CCO
relative energy (zero: lowest compared OMol25 entry of this formula, charge and spin) = 0.0 kcal/mol
orbital gap = 9.3 eV
E_HOMO = -8.9 eV
2S+1 = 1
LUMO energy = 0.407 eV